# C42H41BrO2P2Pd

A molecular structure, C42H41BrO2P2Pd at a distorted geometry (wB97M-V/def2-TZVPD, the OMol25 dataset).

Electronic energy (eV): -140391.6810
2S+1: 5
E_HOMO (spin up / spin down) (eV): -10.4500 / -13.4456
Total charge: +2

Geometry (Å):
Pd1 -1.037995 2.099417 -2.795573
C1 0.771556 1.504862 -3.329683
C2 1.681481 1.328869 -2.123486
C3 1.884324 2.576425 -1.259363
C4 1.073725 3.865049 -1.502089
C5 -0.340287 3.793056 -2.048104
C6 -0.636639 3.914348 -3.455685
C7 0.473065 3.835575 -4.484768
C8 1.350090 2.589624 -4.281472
C9 -1.946705 -0.335391 2.416706
H1 0.660974 0.554030 -3.879576
H2 2.674800 1.082059 -2.566220
H3 2.946559 2.864569 -1.332232
H4 1.752792 2.307639 -0.209558
H5 0.965569 4.356636 -0.519720
H6 1.668117 4.561960 -2.109963
H7 -1.098331 4.221472 -1.382566
H8 -1.518935 4.501897 -3.725403
H9 1.087052 4.747572 -4.462972
H10 0.015959 3.774194 -5.481760
H11 1.470656 2.094896 -5.256181
H12 2.349718 2.890655 -3.948631
H13 -2.061686 -0.941644 1.504066
H14 -2.928248 -0.110525 2.852575
H15 -1.367567 -0.924236 3.140052
P1 1.696901 -0.251103 -1.040709
P2 -1.074984 1.204361 2.143204
C10 0.582894 -0.008070 0.340365
C11 0.471916 0.980479 1.270446
C12 3.217418 -1.115973 -0.606262
C13 4.469109 -0.472624 -0.628472
C14 5.612776 -1.177170 -0.244916
C15 5.515926 -2.507813 0.185364
C16 4.273503 -3.156374 0.196507
C17 3.133094 -2.459172 -0.195942
C18 0.799842 -1.408303 -2.109272
C19 -0.601298 -1.448755 -2.093577
C20 -1.299607 -2.137937 -3.078380
C21 -0.602220 -2.874478 -4.036482
C22 0.795726 -2.892369 -4.022220
C23 1.501021 -2.176727 -3.054069
C24 -0.693751 1.849369 3.773347
C25 0.378176 1.264547 4.470253
C26 0.499114 1.485077 5.844403
C27 -0.411038 2.324211 6.504390
C28 -1.440058 2.956597 5.789054
C29 -1.585476 2.721254 4.420992
C30 -2.175046 2.340266 1.270528
C31 -3.090485 1.773763 0.367051
C32 -4.005375 2.583879 -0.303421
C33 -4.002146 3.964540 -0.084540
C34 -3.058525 4.537206 0.771038
C35 -2.129937 3.733211 1.433303
H16 -0.050337 -0.887472 0.503319
H17 1.317700 1.585397 1.619507
H18 4.533099 0.567978 -0.948717
H19 6.588336 -0.685132 -0.274844
H20 6.410139 -3.043090 0.517531
H21 4.190365 -4.197032 0.517776
H22 2.162954 -2.952617 -0.150601
H23 -1.170639 -0.938928 -1.321058
H24 -2.388245 -2.092431 -3.077374
H25 -1.156930 -3.444433 -4.781400
H26 1.349488 -3.471676 -4.767036
H27 2.593752 -2.212668 -3.025903
H28 1.089136 0.625129 3.942517
H29 1.299376 0.989760 6.396793
H30 -0.316906 2.485871 7.578884
H31 -2.139349 3.620837 6.294284
H32 -2.387684 3.205014 3.858528
H33 -3.093472 0.694537 0.212210
H34 -4.720160 2.130086 -0.990286
H35 -4.735244 4.593502 -0.591385
H36 -3.044665 5.616226 0.926377
H37 -1.386316 4.187148 2.089633
Br1 -2.217810 -4.935208 -1.560239
C36 -1.985545 -5.509069 0.206800
C37 -2.523773 -6.737410 0.621280
C38 -2.219470 -7.249717 1.892408
C39 -1.343926 -6.552464 2.732839
C40 -0.839338 -5.315200 2.333880
C41 -1.227385 -4.743561 1.113334
C42 -0.832615 -3.312521 0.817500
O1 0.361150 -3.018728 1.108702
O2 -1.753695 -2.585862 0.354353
H38 -3.169684 -7.286002 -0.059278
H39 -2.656784 -8.198552 2.203041
H40 -1.054825 -6.962792 3.701981
H41 -0.148209 -4.753821 2.964266

Cartesian forces, eV/Å:
Pd -3.25 -3.58 1.02
C 3.46 -2.17 -1.05
C 1.77 -0.82 0.29
C 0.94 0.31 0.79
C -0.03 -0.17 0.37
C 0.01 3.38 -1.18
C 1.37 3.35 1.29
C -0.79 -0.26 -0.28
C 0.06 -0.58 -0.15
C -0.28 -0.33 -0.17
H -0.17 0.25 0.28
H -0.23 0.45 -0.41
H -0.34 -0.03 0.06
H -0.13 0.04 -0.23
H 0.14 -0.20 -0.37
H -0.33 -0.21 -0.13
H -0.05 -0.38 -0.11
H -0.11 -0.52 0.05
H -0.28 -0.12 0.10
H 0.10 0.23 0.26
H 0.09 0.22 0.30
H -0.21 -0.12 0.06
H -0.02 0.31 0.32
H 0.18 -0.05 -0.09
H -0.05 0.21 -0.15
P -3.51 -0.23 0.79
P 2.01 0.42 -0.21
C 0.33 -1.78 -2.18
C -0.48 1.63 2.27
C 1.29 0.54 -0.28
C -0.27 -0.42 0.02
C 0.02 -0.08 0.12
C -0.15 0.14 -0.12
C 0.13 0.46 -0.03
C -0.27 0.06 0.01
C 0.07 -0.49 -0.13
C -0.01 0.48 -0.33
C 0.23 -0.05 -0.06
C 0.06 0.15 -0.01
C 0.02 -0.19 -0.02
C -0.19 0.24 0.01
C -0.19 0.24 0.21
C -0.34 0.13 0.25
C -0.14 0.21 -0.14
C -0.08 -0.05 -0.36
C 0.31 -0.16 -0.04
C 0.21 -0.25 0.24
C -0.35 -0.05 -0.23
C 0.15 0.14 0.08
C 0.15 0.13 -0.17
C 0.01 -0.09 -0.10
C 0.12 -0.07 -0.08
C -0.07 -0.14 -0.11
H 0.20 0.21 -0.51
H -0.53 0.05 -0.08
H 0.15 -0.22 0.07
H -0.36 -0.17 0.05
H -0.31 0.23 -0.20
H 0.03 0.38 -0.11
H 0.34 0.14 -0.14
H 0.23 0.02 -0.15
H 0.25 -0.20 0.00
H 0.22 0.17 0.09
H -0.26 0.17 0.30
H -0.36 0.04 -0.11
H -0.26 0.10 0.19
H -0.23 0.24 -0.13
H -0.03 -0.04 -0.32
H 0.21 -0.15 -0.07
H 0.18 -0.28 0.36
H -0.15 0.21 0.06
H 0.10 0.17 0.21
H 0.20 -0.16 0.18
H -0.02 -0.28 -0.03
H -0.22 -0.11 -0.14
Br -0.13 -0.25 -0.01
C -0.21 -0.75 0.32
C 0.25 0.62 -0.06
C 0.10 0.42 -0.27
C 0.15 0.32 0.05
C -0.03 -0.35 0.42
C 0.95 -0.32 0.12
C -3.46 0.70 -0.91
O -0.20 -0.50 -0.03
O 2.38 -0.75 0.96
H 0.16 0.08 0.12
H 0.19 0.24 -0.08
H -0.14 0.12 -0.33
H -0.29 -0.20 -0.07